Below is a 3-piece molecular cluster, C15H17N3O5 overall in a non-equilibrium geometry, with properties calculated with wB97M-V/def2-TZVPD.

Geometry as ORCA input:
```
! wB97M-V def2-TZVPD RIJCOSX def2/J DEFGRID3
* xyz 0 1
O 4.29 7.02 -2.81
N 4.00 5.99 -2.17
O 3.42 5.83 -1.06
C 3.81 4.84 -3.06
C 4.25 4.83 -4.56
C 4.35 3.49 -5.23
C 3.94 2.26 -4.58
C 3.36 2.32 -3.33
C 3.21 3.50 -2.48
H 4.44 5.82 -5.08
H 4.79 3.60 -6.25
H 3.80 1.40 -5.23
H 2.91 1.31 -2.98
H 2.77 3.58 -1.39
O 2.01 2.14 0.12
N 1.35 1.84 1.12
O 1.52 2.48 2.14
C 0.49 0.64 1.13
C 0.50 -0.35 -0.04
C -0.21 -1.71 0.13
C -1.13 -1.79 1.41
C -1.25 -0.80 2.32
C -0.51 0.51 2.18
H 1.21 -0.26 -1.03
H -0.15 -2.58 -0.49
H -1.85 -2.61 1.39
H -1.86 -0.86 3.23
H -0.59 1.26 2.86
C -4.47 -4.54 1.48
N -4.21 -4.47 2.80
C -5.35 -4.12 3.76
C -3.05 -4.76 3.41
O -2.69 -4.70 4.54
H -5.06 -3.72 1.11
H -4.90 -5.59 1.29
H -3.65 -4.44 0.86
H -6.20 -4.63 3.41
H -5.72 -3.09 3.60
H -5.23 -4.29 4.79
H -2.32 -5.36 2.71
*
```

Output
HOMO-LUMO gap: 0.3047 Ha
LUMO: -1.05 eV
Relative energy (zero: lowest compared OMol25 entry of this formula, charge and spin): 1456.9 kJ/mol
Calculated total energy: -30525.9916 eV
Largest force on an atom: 7.440 eV/A